*w*
ORCA calculation (ωB97M-V with the def2-TZVPD basis set) on a structure of composition C6H7NO.

Positions of all 15 atoms, in Å:
C1 -0.482 -1.650 -0.918
C2 -0.641 0.662 -0.564
C3 -0.687 1.133 0.927
C4 0.022 -0.186 1.056
C5 1.279 0.246 0.459
C6 0.842 0.668 -0.779
H1 0.071 -2.417 -0.377
H2 -1.199 0.805 -1.476
H3 -0.148 1.994 1.159
H4 -1.699 1.268 1.380
H5 0.069 -0.722 1.974
H6 2.232 -0.309 0.938
H7 1.599 0.882 -1.606
N1 -0.778 -0.707 -0.071
O1 -0.479 -1.667 -2.102

* orbital gap: 10.18 eV
* E_HOMO: -9.25 eV

*x*
ORCA calculation (ωB97M-V with the def2-TZVPD basis set) on the molecule C6H7NO.

Positions of all 15 atoms, in Å:
O1 -2.548 -0.011 0.773
C1 -1.838 0.004 -0.454
C2 -0.342 -0.010 -0.247
C3 0.368 1.183 -0.109
C4 1.731 1.132 0.154
N1 2.418 -0.006 0.296
C5 1.725 -1.141 0.170
C6 0.361 -1.196 -0.111
H1 -1.913 0.041 1.502
H2 -2.129 0.891 -1.034
H3 -2.146 -0.879 -1.037
H4 -0.138 2.150 -0.205
H5 2.296 2.057 0.277
H6 2.299 -2.059 0.262
H7 -0.144 -2.157 -0.237

* orbital gap: 10.64 eV
* SMILES: OCc1ccncc1
* E_HOMO: -9.94 eV

*y*
ORCA calculation (ωB97M-V with the def2-TZVPD basis set) on the molecule C6H7NO.

Positions of all 15 atoms, in Å:
C1 1.631 0.133 -0.427
C2 -0.748 0.305 1.894
C3 0.372 -0.746 -0.373
C4 -0.822 0.205 0.422
C5 -1.500 0.468 -0.601
C6 -0.293 -0.483 -1.986
O1 0.382 -1.911 -0.013
N1 -0.424 -0.636 -3.131
H1 -2.260 0.765 -1.292
H2 2.342 -0.360 -1.088
H3 2.044 0.173 0.581
H4 1.412 1.133 -0.792
H5 -0.568 -0.695 2.295
H6 -1.662 0.712 2.323
H7 0.094 0.937 2.187

* orbital gap (spin up / spin down): 8.39 / 8.39 eV
* E_HOMO (spin up / spin down): -9.62 / -9.62 eV

Most favorable first, least favorable last: *x*, *w*, *y*

*w*
ORCA calculation (ωB97M-V with the def2-TZVPD basis set) on a structure of composition C6H7NO.

Positions of all 15 atoms, in Å:
C1 -0.559 0.285 -1.621
C2 -0.709 1.051 -0.324
C3 -0.090 -0.330 1.875
C4 -0.357 -0.251 0.402
O1 -1.266 -0.853 -1.455
N1 -1.184 -1.225 -0.125
C5 1.029 -0.348 -0.722
C6 2.229 -0.522 -0.819
H1 -0.585 0.671 -2.633
H2 -1.723 1.428 -0.149
H3 0.033 1.831 -0.179
H4 0.105 -1.361 2.166
H5 -0.959 0.029 2.428
H6 0.772 0.284 2.138
H7 3.265 -0.689 -0.981

* orbital gap (spin up / spin down): 8.20 / 8.20 eV
* E_HOMO (spin up / spin down): -8.24 / -8.25 eV

*x*
ORCA calculation (ωB97M-V with the def2-TZVPD basis set) on the molecule C6H7NO.

Positions of all 15 atoms, in Å:
C1 -0.954 1.916 -0.657
C2 -0.043 1.416 0.194
C3 -0.009 0.056 0.419
O1 -0.019 -0.237 1.744
C4 -1.102 -0.783 -0.261
N1 -1.730 -1.683 -0.879
C5 1.142 -0.761 -0.106
C6 2.383 -0.254 -0.717
H1 -1.082 2.956 -1.009
H2 -1.572 0.959 -1.054
H3 0.542 2.133 0.595
H4 -1.015 -0.164 2.268
H5 1.052 -1.997 0.215
H6 2.507 0.923 -1.214
H7 3.327 -0.673 -0.830

* orbital gap: 9.77 eV
* SMILES: C=CC(O)(C#N)C=C
* E_HOMO: -9.65 eV

Most favorable first, least favorable last: *x*, *w*

*w*
ORCA calculation (ωB97M-V with the def2-TZVPD basis set) on a structure of composition C5H11N2.

Positions of all 18 atoms, in Å:
C1 0.789 0.217 0.490
C2 -2.897 0.707 0.053
C3 -4.304 0.647 -0.114
C4 3.815 1.202 -0.430
C5 3.258 -0.116 0.110
N1 -1.762 0.757 0.201
N2 1.902 0.010 0.330
H1 -2.398 -4.418 0.427
H2 -0.326 0.453 0.470
H3 -3.104 -4.589 0.154
H4 -4.552 0.414 -1.149
H5 -4.702 -0.135 0.538
H6 -4.746 1.604 0.158
H7 3.618 2.015 0.264
H8 4.892 1.110 -0.557
H9 3.374 1.444 -1.394
H10 3.735 -0.390 1.057
H11 3.408 -0.930 -0.608

* net charge: +1
* orbital gap: 13.09 eV
* E_HOMO: -16.24 eV

*x*
ORCA calculation (ωB97M-V with the def2-TZVPD basis set) on the ion C5H11N2 with charge +1.

Positions of all 18 atoms, in Å:
C1 -0.193 1.321 -1.260
C2 -0.228 0.711 0.051
N1 -0.479 2.010 1.183
C3 -0.002 -0.566 0.513
N2 -0.170 -0.929 1.808
C4 1.126 -1.246 -0.488
C5 -0.236 -1.756 -0.516
H1 0.813 1.746 -1.481
H2 -0.983 2.004 -1.154
H3 -0.276 0.530 -1.975
H4 -0.571 2.799 0.493
H5 0.131 2.228 1.963
H6 -0.174 -1.900 1.939
H7 0.449 -0.323 2.421
H8 1.934 -1.672 0.068
H9 1.318 -0.515 -1.271
H10 -0.791 -1.506 -1.416
H11 -0.510 -2.660 0.012

* net charge: +1
* orbital gap: 8.57 eV
* SMILES: CC(=[NH2+])C1(N)CC1
* E_HOMO: -13.76 eV

Most favorable first, least favorable last: *w*, *x*

*w*
ORCA calculation (ωB97M-V with the def2-TZVPD basis set) on the ion C5H11N2 with charge +1.

Positions of all 18 atoms, in Å:
C1 -0.384 -1.065 -2.071
C2 -0.228 0.147 -1.195
N1 -1.479 0.642 -0.542
C3 -0.202 0.033 0.257
C4 -0.172 -0.809 1.444
N2 0.281 0.582 1.411
C5 1.630 1.036 1.653
H1 -0.954 -1.847 -1.575
H2 0.597 -1.461 -2.320
H3 -0.882 -0.795 -2.999
H4 0.369 0.942 -1.635
H5 -1.662 1.639 -0.487
H6 -2.312 0.067 -0.632
H7 -1.069 -0.990 2.022
H8 0.560 -1.611 1.465
H9 1.663 2.119 1.533
H10 1.881 0.798 2.684
H11 2.363 0.573 0.987

* net charge: +1
* orbital gap: 11.12 eV
* SMILES: C[C@H]1[NH2+][C@@]12CN2C
* E_HOMO: -14.06 eV

*x*
ORCA calculation (ωB97M-V with the def2-TZVPD basis set) on the ion C5H11N2 with charge +1.

Positions of all 18 atoms, in Å:
H1 2.409 1.347 0.474
N1 1.574 1.816 0.133
C1 0.637 1.012 0.030
C2 -0.684 1.477 -0.378
N2 -1.639 0.570 0.209
C3 -1.190 -0.779 0.005
C4 0.566 -0.449 0.442
C5 1.390 -1.543 -0.209
H2 -0.752 2.515 -0.216
H3 -0.638 1.234 -1.469
H4 -1.850 0.844 1.155
H5 -2.500 0.620 -0.402
H6 -1.401 -1.164 -0.902
H7 -1.522 -1.490 0.729
H8 0.831 -0.581 1.539
H9 1.170 -1.648 -1.250
H10 1.112 -2.395 0.341
H11 2.487 -1.387 -0.229

* net charge: +1
* orbital gap: 10.42 eV
* SMILES: [H]/N=C1/C[NH2+]C[C@H]1C
* E_HOMO: -14.11 eV

*y*
ORCA calculation (ωB97M-V with the def2-TZVPD basis set) on the ion C5H11N2 with charge +1.

Positions of all 18 atoms, in Å:
C1 -0.089 1.215 1.367
C2 -0.466 0.072 0.480
N1 0.970 -0.947 0.119
C3 1.818 -0.774 -0.808
N2 1.690 0.164 -1.741
C4 -1.567 0.199 -0.575
C5 -1.669 -0.786 0.677
H1 0.379 1.960 0.715
H2 0.772 0.832 2.173
H3 -0.893 1.600 2.050
H4 1.067 -1.488 1.035
H5 2.728 -1.421 -0.997
H6 2.394 0.367 -2.506
H7 0.772 0.600 -1.924
H8 -1.599 -0.260 -1.460
H9 -2.088 1.101 -0.548
H10 -2.422 -0.679 1.519
H11 -1.799 -1.759 0.424

* net charge: +1
* orbital gap: 11.75 eV
* SMILES: CC1(NC=[NH2+])CC1
* E_HOMO: -14.73 eV

Most favorable first, least favorable last: *x*, *w*, *y*